(1)
Molecular formula: C28H49N5O8
Method: DFT, ωB97M-V with the def2-TZVPD basis set

XYZ file:
```
90
Properties=species:S:1:pos:R:3:forces:R:3:lowdin_charge:R:1
C 1.698856 4.596534 1.046478 -0.3 0.3 -0.3 -0.095
C 2.423342 3.205107 0.683841 -0.8 0.4 -1.1 -0.251
N 3.865867 3.132203 1.133845 -1.3 1.3 2.1 -0.013
C 3.964253 3.310500 2.604667 1.8 1.4 0.9 -0.154
C 5.055434 4.027465 3.201247 -2.5 -1.2 0.3 0.054
C 5.078619 4.230391 4.803152 0.7 -0.7 0.2 -0.277
O 6.135708 4.172960 5.474707 -3.5 0.6 -2.2 0.034
C 3.612077 4.459546 5.443791 -2.3 0.4 0.8 0.004
C 3.379756 5.456613 6.613325 -2.7 -1.9 -1.7 -0.092
C 4.611963 6.260184 7.252064 -0.4 -0.2 0.8 -0.140
C 4.182108 7.558720 8.076671 -0.8 0.6 1.3 -0.221
N 3.510181 7.528312 9.210610 1.6 0.1 -2.7 0.050
C 1.891317 5.610579 7.097989 0.4 -2.3 -2.6 0.008
C 0.709220 4.791869 6.470357 4.0 -0.1 -1.2 0.010
C 0.949663 3.781917 5.289243 2.5 2.0 1.7 -0.101
C -0.287566 3.006420 4.653114 0.5 0.2 1.1 -0.076
C -0.304883 1.411541 4.985054 -0.8 -0.6 0.0 -0.585
N -1.568876 1.111287 5.775528 0.3 0.2 -1.1 0.019
N 0.824586 0.985522 5.853459 -0.8 -0.7 0.2 0.065
N -0.437719 0.607322 3.715469 1.1 1.0 -0.3 0.058
C 2.420133 3.651619 4.801075 -0.3 1.4 1.5 0.010
C 2.821706 2.688166 3.568997 -0.2 -1.0 0.3 -0.210
O 2.342369 1.545644 3.382113 1.5 3.9 0.3 0.042
H 0.818278 4.466734 1.765851 1.3 0.1 -0.9 0.061
H 2.407075 5.379853 1.506129 -0.9 -1.3 -0.7 0.086
H 1.269515 5.042430 0.079696 0.6 -0.6 1.5 0.076
H 1.793439 2.328408 1.050001 1.2 1.1 -0.3 0.090
H 2.424100 3.129090 -0.470726 0.2 0.0 1.9 0.121
H 4.270898 4.016616 0.760391 0.0 -1.1 0.2 0.115
H 5.898090 4.485497 2.588582 -1.2 -0.9 0.9 0.120
H 5.406363 6.528469 6.459605 -1.5 -0.4 1.2 0.115
H 5.123714 5.551982 8.011365 -0.8 1.1 -1.3 0.135
H 4.487939 8.599968 7.676313 -0.3 -1.8 0.2 0.116
H 3.368148 8.497026 9.555287 0.2 -0.7 -0.3 0.046
H 1.650730 6.348911 7.932561 0.5 -1.2 -1.3 0.078
H -0.329427 4.992645 6.890282 1.5 -0.5 -0.8 0.095
H -0.303778 3.199017 3.529224 -0.1 -0.3 1.5 0.103
H -1.233198 3.426161 5.171014 1.6 -0.4 -1.1 0.114
H -2.351614 1.588809 5.286575 0.6 -0.5 0.4 0.066
H -1.729440 0.101503 5.574080 0.0 1.0 0.3 0.076
H 0.421728 0.727413 6.773654 0.3 0.5 -0.8 0.081
H 1.286444 0.128617 5.520524 -0.3 0.8 -0.2 0.072
H -0.107026 1.164434 2.900190 -0.2 -0.6 0.9 0.047
H 0.185649 -0.213077 3.724200 -0.4 0.6 0.2 0.059
C -3.203806 -3.396461 -2.368817 0.3 -0.1 0.3 -0.103
O -1.958604 -2.764529 -2.123241 -0.4 0.2 -0.1 -0.202
C -1.516360 -1.951166 -3.198771 0.2 0.2 0.4 -0.191
C -0.924160 -0.633599 -2.691641 -0.1 0.0 -0.2 -0.173
O -1.868692 0.289977 -2.146499 0.1 -0.3 0.1 -0.127
C -2.518829 -0.081453 -0.928674 0.0 0.2 0.0 -0.172
C -1.615095 -0.138935 0.299775 -0.3 -0.5 -0.1 -0.194
O -0.720408 -1.244930 0.233405 0.3 0.5 -0.2 -0.196
C 0.600925 -0.922770 0.627937 -0.3 -0.3 -0.1 -0.101
H -3.059915 -4.277687 -2.997564 -0.2 0.0 -0.2 0.080
H -3.614115 -3.711663 -1.404475 0.1 0.0 -0.1 0.090
H -3.921271 -2.710017 -2.827760 0.0 0.0 -0.1 0.087
H -2.330323 -1.726652 -3.898906 0.0 -0.1 0.1 0.122
H -0.739995 -2.504986 -3.736221 0.1 0.1 -0.2 0.124
H -0.481165 -0.117762 -3.551419 -0.2 0.0 0.0 0.126
H -0.108549 -0.808635 -1.992307 -0.1 -0.2 0.1 0.107
H -3.082307 -1.004398 -1.058342 0.2 -0.2 0.1 0.110
H -3.263466 0.701176 -0.750239 0.2 0.1 0.0 0.127
H -2.234464 -0.280930 1.193874 -0.1 0.3 0.0 0.122
H -1.074689 0.808973 0.402036 0.1 0.0 -0.1 0.115
H 0.928244 0.028254 0.194309 0.0 0.1 0.1 0.079
H 1.263909 -1.705817 0.253879 -0.1 0.0 0.1 0.094
H 0.669265 -0.888152 1.717409 0.2 0.1 0.0 0.065
C 0.383522 -5.814972 -8.036232 -0.3 -0.2 -0.3 -0.110
O -0.824596 -6.507673 -7.772746 0.2 0.5 0.2 -0.204
C -1.034921 -6.773421 -6.394320 -0.5 0.0 -0.1 -0.190
C -2.492496 -6.525733 -5.997015 0.1 0.0 0.2 -0.171
O -2.894967 -5.154591 -5.977641 0.1 -0.1 -0.3 -0.136
C -2.941646 -4.471453 -7.232379 -0.1 0.1 0.1 -0.173
C -4.024740 -4.951647 -8.194515 0.5 -0.1 -0.2 -0.189
O -3.723973 -6.244662 -8.709049 -0.3 -0.1 0.4 -0.205
C -4.844240 -7.111305 -8.742306 0.3 0.0 -0.1 -0.112
H 1.226080 -6.509874 -8.025768 0.2 0.1 0.1 0.086
H 0.302817 -5.371100 -9.033090 0.0 -0.2 0.1 0.090
H 0.546989 -5.002802 -7.321872 0.1 0.0 0.1 0.085
H -0.385967 -6.158309 -5.758931 0.0 0.0 -0.1 0.123
H -0.794051 -7.826663 -6.218892 0.0 -0.1 0.2 0.125
H -2.618684 -6.876839 -4.966338 0.1 0.2 0.0 0.126
H -3.174903 -7.119041 -6.602780 0.1 0.0 -0.2 0.108
H -1.959462 -4.461994 -7.702888 -0.1 -0.2 -0.2 0.110
H -3.163979 -3.428580 -6.983558 -0.1 -0.1 0.1 0.126
H -4.070775 -4.268142 -9.051587 -0.1 0.2 0.2 0.126
H -4.996680 -4.936808 -7.689434 0.0 -0.1 0.0 0.123
H -5.425247 -7.051021 -7.816238 -0.1 0.1 0.0 0.086
H -4.474321 -8.134356 -8.838512 0.0 0.1 -0.1 0.090
H -5.475635 -6.877779 -9.603248 -0.2 -0.1 0.0 0.087
```
Forces are in eV/Å.

The orbital gap is 7.8 eV. The net charge is 0. As for the relative energy (zero: lowest compared OMol25 entry of this formula, charge and spin): 686.43 kJ/mol. As for the spin multiplicity: 1. The highest occupied orbital energy is -0.322 Eh. The SMILES is [H]/N=C/Cc1ccc(CC(N)(N)N)c2c1C(=O)C=C(NCC)C2=O.COCCOCCOC.COCCOCCOC. The total energy comes out at -1971.59547 Eh.


(2)
Molecular formula: C6H13N2O
Method: DFT, ωB97M-V with the def2-TZVPD basis set

XYZ file:
```
22
Properties=species:S:1:pos:R:3:forces:R:3:nbo_charge:R:1
C -1.511389 -0.062551 0.462254 0.0 -1.8 0.2 0.402
C 1.606248 0.032065 0.305031 -0.8 -1.6 0.3 0.020
C 0.763899 -0.019602 -0.875733 -2.1 0.9 -1.8 -0.333
C -0.680833 0.659437 -0.434542 2.2 -0.9 -0.2 0.308
C 2.256182 1.192317 0.786463 0.9 3.0 0.9 -0.717
C 0.496510 -1.439192 -1.440160 -3.9 1.4 1.5 -0.584
N -2.825344 0.156900 0.614842 0.7 0.3 0.6 -0.742
N -1.114374 -1.224909 1.032518 0.9 -0.4 0.8 -0.759
O -0.883349 1.962871 -0.579364 -0.9 1.4 -0.3 -0.675
H 1.754728 -0.864311 0.946565 -0.3 0.4 -0.7 0.192
H 1.133690 0.687394 -1.708850 -0.5 -1.0 1.3 0.253
H 2.060215 1.378519 1.870772 -0.3 -0.1 -0.6 0.260
H 1.939961 2.113612 0.203411 0.8 -1.0 0.7 0.237
H 3.370280 1.097627 0.869373 -0.6 0.0 -0.7 0.281
H 0.574028 -2.117653 -0.638405 0.7 -1.2 0.7 0.192
H 1.184682 -1.582064 -2.158411 2.2 -1.1 -2.5 0.230
H -0.594001 -1.669137 -1.807638 2.1 1.0 0.3 0.230
H -3.236839 0.745528 -0.042282 -1.0 1.3 -0.7 0.416
H -3.397480 -0.243761 1.347051 0.3 0.0 -0.3 0.421
H -0.129031 -1.567532 1.021700 -1.6 0.8 0.3 0.423
H -1.778911 -1.667498 1.682814 0.8 0.1 -0.8 0.416
H -0.988869 2.431931 -1.457418 0.6 -1.5 0.9 0.530
```
Forces are in eV/Å.

The orbital gap (alpha / beta) is 6.3 / 8.3 eV. The net charge is +1. As for the relative energy (zero: lowest compared OMol25 entry of this formula, charge and spin): 362.86 kJ/mol. As for the spin multiplicity: 1. The highest occupied orbital energy (alpha / beta) is -0.424 / -0.452 Eh. The total energy comes out at -420.81478 Eh.


(3)
Molecular formula: C24H25Cl3NO3Ti
Method: DFT, ωB97M-V with the def2-TZVPD basis set

XYZ file:
```
57
Properties=species:S:1:pos:R:3:forces:R:3:mulliken_spin:R:1
C 1.947670 -0.023360 2.632769 0.8 0.9 -0.4 -0.009
C 2.481514 -0.672849 1.475203 0.0 0.6 -0.1 -0.002
C 2.190165 0.109394 0.344864 0.3 0.3 0.6 0.046
H 3.061484 -1.595403 1.433333 -0.5 0.1 0.2 0.001
C 1.520564 1.291761 0.784995 1.0 0.2 0.8 0.019
C 1.447092 1.266507 2.210407 1.0 -0.2 -0.6 0.015
H 1.330458 2.175841 0.176462 -0.3 -0.4 0.1 -0.001
C -0.980202 -2.051298 2.843239 -0.6 -1.6 -0.9 -0.010
C 0.223986 -2.637852 2.311182 -1.0 -0.2 0.1 0.031
C 0.114839 -2.698655 0.902845 -0.2 0.7 0.4 -0.014
H 1.042485 -3.050395 2.903122 -0.2 0.4 -0.2 0.002
C -1.105176 -2.072094 0.515412 -0.5 -1.0 1.0 0.044
C -1.857722 -1.794364 1.719010 0.4 -0.7 -0.3 -0.015
H 2.511279 -0.092782 -0.680609 -0.3 0.0 0.4 -0.020
H 1.183922 2.122975 2.832233 0.0 -0.6 -0.2 0.016
H 2.152882 -0.299057 3.664334 -0.3 -0.1 -0.2 0.001
H -2.919657 -1.513789 1.751139 0.8 0.2 0.1 0.008
H 0.845040 -3.087311 0.186831 -0.1 0.4 0.5 -0.006
H -1.299837 -2.022161 3.888716 0.4 0.2 -0.5 0.003
Ti -0.327686 -0.105078 1.833968 2.1 -1.9 -1.5 0.927
C -1.440385 -1.731266 -0.927099 0.2 0.2 0.7 0.084
C -2.953276 -1.404467 -1.044087 0.3 -0.2 -0.1 -0.005
C -1.068518 -2.837049 -1.922451 -0.4 -0.2 0.1 0.016
H -3.480304 -2.351388 -0.821656 0.0 0.4 -0.1 0.000
H -3.203794 -1.092079 -2.072231 0.0 0.0 0.3 0.005
H -3.304056 -0.630428 -0.330683 0.4 -0.4 -0.4 0.000
H -1.627117 -3.754937 -1.724527 0.1 -0.1 0.0 -0.005
H 0.004810 -3.052623 -1.937834 -0.1 0.0 0.2 0.000
H -1.337659 -2.494018 -2.926148 0.0 -0.1 0.0 0.001
C -0.502283 -0.553917 -1.299983 -0.5 0.3 -1.3 0.046
C -0.993640 0.750191 -0.815796 1.2 -2.1 1.3 0.667
H -0.433798 -0.540412 -2.385285 -0.5 0.0 0.2 -0.010
H 0.557222 -0.720086 -1.019313 -0.7 -0.4 0.3 0.022
O -1.202485 0.797628 0.509176 -0.9 1.2 -1.2 -0.001
N -1.260338 1.826987 -1.543503 -0.9 2.6 -2.5 0.004
C -0.468719 2.496328 -2.666725 -0.6 0.0 0.9 0.056
H -2.134385 2.307980 -1.277378 0.7 0.0 -0.4 -0.007
C 0.825033 1.787308 -2.986748 0.0 0.1 -0.6 -0.018
C 2.081981 2.316577 -2.675536 0.0 -0.4 0.2 0.012
H 2.155685 3.330821 -2.273054 0.0 -0.4 0.0 0.008
C 3.231960 1.545076 -2.884266 0.0 0.0 -0.2 0.007
H 4.218491 1.969601 -2.676991 -0.4 -0.2 0.0 0.000
C 3.128941 0.224290 -3.342195 -0.3 0.1 0.1 -0.002
H 4.025046 -0.393914 -3.478004 -0.4 0.3 0.3 -0.001
C 1.869655 -0.286560 -3.684187 0.0 0.5 -0.6 0.001
H 1.750325 -1.335282 -3.981431 0.1 0.5 -0.2 0.000
C 0.759890 0.572901 -3.678317 0.4 -0.3 0.4 0.021
H -0.201210 0.286868 -4.126467 0.5 -0.1 0.4 0.002
H -0.254383 3.513454 -2.313862 0.1 0.0 -0.2 0.014
H -1.066641 2.596439 -3.603725 0.1 -0.3 0.7 0.004
Cl -1.841803 2.994854 6.400901 -0.1 0.0 0.0 0.000
C -1.787448 2.499597 4.722065 0.4 -0.3 -0.8 -0.003
Cl -3.398920 2.550878 3.953085 0.1 0.3 0.3 0.002
Cl -0.637943 3.560274 3.819767 -0.6 0.0 0.4 0.003
C -1.300973 1.025891 4.548430 0.7 -1.6 -2.8 0.030
O -1.162943 0.265071 5.476847 -0.1 0.6 0.2 0.039
O -1.109100 0.709399 3.259772 -1.8 2.5 5.3 -0.030
```
Forces are in eV/Å.

The orbital gap (alpha / beta) is 4.4 / 6.6 eV. The net charge is -1. As for the relative energy (zero: lowest compared OMol25 entry of this formula, charge and spin): 52.32 kJ/mol. As for the spin multiplicity: 3. The highest occupied orbital energy (alpha / beta) is -0.062 / -0.145 Eh. The total energy comes out at -3440.07880 Eh.


(4)
Molecular formula: C19H43N2O2
Method: DFT, ωB97M-V with the def2-TZVPD basis set

XYZ file:
```
66
Properties=species:S:1:pos:R:3:forces:R:3:nbo_charge:R:1
C 1.196946 -1.135507 -1.416768 0.4 0.0 0.1 -0.605
C 1.737676 -1.531434 -0.027308 -0.5 0.1 -0.1 -0.419
C 2.314531 -2.955300 0.028965 -0.1 0.0 0.2 -0.409
C 3.765706 -3.059550 0.567175 0.1 -0.3 -0.1 -0.221
N 4.635791 -1.946591 0.247823 -0.2 0.2 0.1 -0.539
N 5.476969 -2.189388 -0.891953 0.0 0.1 -0.2 -0.709
C 5.126305 -1.222515 -1.890789 0.0 -0.5 0.4 -0.262
C 6.039482 -1.347193 -3.104255 -0.1 0.3 0.3 -0.066
O 6.314015 -2.703069 -3.525473 -0.1 0.2 -0.6 -0.517
C 5.236342 -3.470972 -3.679298 -0.2 -0.6 -0.1 0.649
O 5.129977 -4.276149 -4.579746 0.2 0.3 0.4 -0.623
H 1.313420 -0.057874 -1.583183 -0.2 -0.1 0.0 0.195
H 1.772517 -1.630674 -2.206239 -0.1 0.1 0.1 0.210
H 0.145321 -1.417066 -1.530508 0.1 0.1 -0.1 0.185
H 0.895879 -1.450912 0.676682 0.2 0.0 0.0 0.171
H 2.491930 -0.807023 0.285295 0.1 -0.2 -0.1 0.232
H 2.234498 -3.432146 -0.956513 0.2 0.2 0.0 0.190
H 1.684716 -3.561839 0.696170 0.1 -0.1 -0.2 0.182
H 4.208836 -3.980329 0.152910 0.0 0.1 0.1 0.181
H 3.722864 -3.192937 1.659632 -0.1 0.2 0.0 0.151
H 5.200314 -1.742384 1.065326 0.1 -0.1 -0.1 0.318
H 4.065370 -1.318451 -2.243484 0.0 0.2 -0.1 0.101
H 5.212607 -0.174885 -1.530270 0.0 0.1 -0.2 0.144
H 7.021059 -0.901917 -2.921015 -0.1 -0.2 0.1 0.179
H 5.578285 -0.828969 -3.957946 0.2 0.0 0.0 0.152
H 4.488833 -3.372068 -2.878388 0.1 0.2 0.0 0.133
C -0.503722 -1.334476 3.624656 0.0 0.0 0.0 -0.613
C -1.754748 -1.577425 2.786153 0.1 0.0 0.0 -0.399
C -2.256762 -0.324401 2.071806 0.0 0.0 -0.1 -0.401
C -2.681063 0.822032 2.990744 0.0 0.0 0.0 -0.398
C -3.776408 0.468835 3.995122 0.0 0.0 0.0 -0.397
C -5.086643 0.042758 3.339538 0.0 0.0 0.1 -0.610
H -0.684058 -0.621603 4.431723 0.0 0.0 0.0 0.193
H -0.152833 -2.262054 4.078651 0.0 0.0 0.0 0.210
H 0.301968 -0.943127 3.000760 0.0 0.0 0.0 0.216
H -2.546136 -1.998758 3.414072 0.0 0.0 0.0 0.186
H -1.530540 -2.334838 2.030848 0.0 0.0 0.0 0.209
H -3.091528 -0.596440 1.418660 0.0 0.0 0.0 0.197
H -1.466512 0.040919 1.408341 0.0 0.0 0.0 0.211
H -3.027041 1.655174 2.368712 0.0 0.0 0.0 0.197
H -1.808847 1.196027 3.533784 0.0 0.0 0.0 0.202
H -3.962405 1.341174 4.627980 0.0 0.0 0.0 0.196
H -3.428446 -0.322721 4.664561 0.0 0.0 0.0 0.194
H -5.466557 0.830705 2.685064 0.0 0.0 0.0 0.199
H -5.850796 -0.166303 4.090102 0.0 0.0 0.0 0.204
H -4.961064 -0.859311 2.739190 0.0 0.0 0.0 0.203
C -3.830804 4.070200 -0.049868 0.0 0.0 0.0 -0.610
C -3.444444 3.982339 -1.523582 -0.1 0.0 0.0 -0.398
C -3.131150 2.559791 -1.984243 0.0 0.0 0.0 -0.396
C -1.953644 1.900298 -1.264702 0.0 0.0 0.1 -0.400
C -0.630690 2.656261 -1.360851 0.1 0.0 -0.1 -0.401
C -0.113058 2.790884 -2.789776 0.0 0.0 0.0 -0.611
H -3.017867 3.740782 0.598936 0.0 0.0 0.0 0.204
H -4.078949 5.095343 0.230192 0.0 0.0 0.0 0.205
H -4.701969 3.445275 0.160864 0.0 0.0 0.0 0.198
H -2.588056 4.634533 -1.715131 0.0 0.0 0.0 0.195
H -4.265253 4.373134 -2.131684 0.0 0.0 0.0 0.196
H -2.945765 2.566920 -3.061862 0.0 0.0 0.0 0.200
H -4.020001 1.937125 -1.836806 0.0 0.0 0.0 0.196
H -1.813708 0.894257 -1.671756 0.0 0.0 0.0 0.209
H -2.205669 1.761282 -0.209096 0.0 0.0 0.0 0.198
H 0.114426 2.121633 -0.766682 0.0 0.0 0.0 0.214
H -0.723479 3.649420 -0.910823 0.0 0.0 0.0 0.187
H 0.020971 1.807831 -3.245374 0.0 0.0 0.0 0.210
H 0.851821 3.298950 -2.808428 0.0 0.0 0.0 0.211
H -0.798764 3.364720 -3.416639 0.0 0.0 0.0 0.192
```
Forces are in eV/Å.

The orbital gap is 4.5 eV. The net charge is -1. As for the spin multiplicity: 1. The highest occupied orbital energy is -0.079 Eh. The total energy comes out at -1009.66155 Eh.